# 1
{"formula": "C22H37F3N2O8", "method": "wB97M-V/def2-TZVPD", "symbols": ["C", "C", "H", "H", "C", "F", "H", "N", "O", "H", "H", "C", "O", "H", "H", "F", "H", "H", "H", "C", "H", "C", "C", "H", "H", "H", "H", "C", "N", "H", "C", "F", "C", "H", "H", "H", "C", "O", "H", "H", "H", "C", "O", "O", "C", "H", "C", "H", "H", "O", "H", "C", "H", "H", "H", "H", "H", "C", "C", "O", "H", "C", "C", "H", "H", "C", "C", "C", "O", "H", "H", "H"], "positions_angstrom": [[-0.917, 0.760, 1.307], [-1.894, -0.155, -2.062], [-1.940, 5.097, -0.670], [-1.763, 7.914, -4.857], [-0.284, -4.461, 1.507], [-0.355, 1.839, 2.202], [-3.814, 6.439, -4.838], [1.703, 3.154, 0.090], [3.082, -3.943, 7.095], [-1.754, -1.500, -0.096], [-2.849, 0.264, -2.644], [-2.585, -2.694, -1.852], [4.168, -0.630, -1.820], [-3.188, -3.419, -1.152], [-0.534, 4.022, -0.780], [-2.372, 1.017, 1.204], [-1.255, -0.714, -2.878], [-0.756, -4.017, 2.508], [-1.320, -4.205, -3.013], [2.292, -4.966, 7.697], [1.763, -1.687, -2.112], [2.982, 0.239, -2.076], [2.499, -3.360, 6.016], [3.067, 0.533, -3.230], [-1.964, 1.992, -1.127], [3.694, -1.100, 4.031], [-0.501, 1.638, -2.261], [-1.015, 4.899, -1.221], [3.052, -0.031, 1.574], [3.073, 1.254, -1.489], [-2.461, -1.263, -0.997], [-0.709, -0.516, 2.030], [-1.137, -3.404, -2.147], [-3.184, 5.576, -6.239], [2.213, 0.046, 5.712], [-0.221, -5.640, 1.613], [0.876, -0.449, -0.416], [-2.509, 6.554, -2.688], [1.424, -4.522, 8.193], [0.629, -3.875, -0.762], [2.424, -2.275, 3.693], [-2.034, 5.559, -3.214], [3.310, -2.362, 5.587], [-2.146, 5.215, -4.520], [-2.890, 6.125, -5.339], [0.803, -4.002, 1.443], [-2.034, 7.317, -5.732], [1.512, 0.060, 4.074], [-3.236, -2.548, -2.829], [1.420, -3.668, 5.534], [-0.329, -2.663, -2.570], [-1.162, 1.150, -1.395], [0.908, -1.060, 5.309], [-0.460, -5.402, -1.123], [-1.098, 6.983, -6.192], [-3.542, -0.983, -0.643], [0.856, -0.180, -2.788], [1.806, -0.580, 4.911], [2.138, -0.253, 0.664], [-1.170, -4.025, 0.406], [-0.328, 5.747, -1.140], [0.864, 2.163, -0.042], [-0.500, -4.236, -0.886], [-2.568, 7.961, -6.437], [0.424, -1.500, -0.174], [2.829, -1.611, 4.467], [1.544, -0.531, -1.910], [-0.128, 0.822, -0.166], [-1.278, 4.618, -2.594], [2.903, -5.468, 8.451], [3.950, -1.347, -1.155], [1.976, -5.711, 6.959]], "lumo_ev": 0.1, "orbital_gap_ev": 10.512, "homo_ev": -10.36, "smiles": "COCCCCCC[C@](C#N)([C@H](C#N)CCO)C(F)(F)F.CCOC(=O)OC.CCOC(=O)OC", "charge": 0}

***

# 2
{"formula": "C16H12Cl2NO4", "method": "wB97M-V/def2-TZVPD", "symbols": ["H", "O", "C", "H", "H", "C", "H", "C", "C", "H", "O", "Cl", "C", "C", "H", "H", "H", "H", "C", "H", "C", "N", "C", "C", "O", "H", "Cl", "C", "C", "H", "O", "C", "C", "C", "C"], "positions_angstrom": [[2.369, 2.780, -2.948], [0.549, -3.543, 0.583], [0.543, 1.808, 0.803], [2.764, 0.877, -1.397], [-2.796, 0.875, 1.194], [1.734, 1.896, -3.013], [2.451, -3.688, -0.225], [0.054, -0.328, -3.057], [-0.321, -2.504, 0.481], [2.501, -0.907, 0.307], [-1.753, -1.055, 2.704], [-1.703, 3.226, 0.083], [-1.714, 0.815, 1.237], [1.738, -1.605, -0.057], [2.376, -3.008, 1.440], [-1.047, 0.709, -4.589], [0.563, 2.625, -4.684], [2.152, 0.776, 1.847], [1.195, -0.335, -2.245], [-0.624, -1.184, -3.002], [1.658, -1.610, -1.589], [0.418, -1.253, 0.488], [0.695, 1.830, -3.947], [1.107, 0.750, 1.569], [-1.517, -2.620, 0.378], [2.681, -1.843, -1.939], [1.138, -1.541, 2.994], [-1.134, -0.324, 1.966], [1.966, 0.826, -2.145], [1.002, -2.438, -1.901], [1.237, 2.611, 0.156], [1.903, -3.018, 0.453], [0.407, -0.509, 1.708], [-0.183, 0.738, -3.924], [-0.979, 1.846, 0.767]], "lumo_ev": 3.1, "orbital_gap_ev": 6.628, "homo_ev": -3.57, "smiles": "O=C1OC[C@@H](Cc2ccccc2)N1[C@@]1(Cl)C=C([O-])C(Cl)=CC1=O", "charge": -1}

***

# 3
{"formula": "C20H34NO", "method": "wB97M-V/def2-TZVPD", "symbols": ["H", "C", "H", "H", "H", "H", "C", "C", "C", "H", "C", "C", "C", "H", "H", "H", "H", "C", "H", "H", "C", "H", "H", "H", "H", "N", "H", "C", "H", "C", "C", "H", "H", "H", "C", "H", "C", "H", "H", "H", "H", "C", "H", "O", "C", "C", "H", "C", "H", "H", "C", "H", "H", "H", "H", "C"], "positions_angstrom": [[-4.307, 0.767, 0.756], [-3.546, -1.233, 1.078], [-3.995, 1.672, -1.818], [5.409, 0.847, 1.349], [2.513, 0.046, -2.051], [5.239, 1.736, -0.164], [2.242, 0.117, -1.011], [-3.012, 1.627, -1.342], [-2.666, -3.592, 0.926], [-3.908, -2.472, -1.289], [-2.566, -2.179, 0.362], [3.197, -0.054, -0.017], [-2.634, -0.765, -1.722], [0.204, 0.528, -1.501], [4.374, -1.243, -2.279], [-1.965, 1.961, 2.067], [6.075, -1.922, 0.107], [2.775, 0.055, 1.308], [3.482, -0.071, 2.112], [-1.928, -4.241, 0.464], [0.526, 0.488, 0.621], [-4.429, -1.787, 1.395], [-0.696, 2.883, -0.558], [-3.587, 2.738, 0.432], [5.999, -0.652, -1.968], [-2.863, 0.297, -0.710], [4.718, 0.498, -2.320], [-2.857, 2.801, -0.376], [-3.070, -0.832, 1.973], [4.657, -0.348, -0.316], [1.461, 0.322, 1.631], [-0.263, 2.444, 1.935], [-4.827, -0.387, -0.474], [-1.541, -1.826, 0.515], [-1.117, 2.048, 1.380], [4.412, -2.488, -0.060], [-3.990, -0.090, 0.162], [-3.653, -4.011, 0.744], [4.923, -1.658, 1.410], [-3.305, -0.591, -2.567], [-2.488, -3.584, 1.998], [5.038, -1.687, 0.330], [-2.252, 1.711, -2.123], [-0.820, 0.721, 0.948], [5.519, 0.779, 0.271], [4.943, -0.440, -1.817], [-1.390, 4.006, 0.602], [-1.456, 2.987, 0.220], [-2.006, 0.353, -0.083], [-2.240, -2.876, -1.658], [0.919, 0.389, -0.702], [-1.606, -0.678, -2.076], [1.152, 0.397, 2.663], [-3.100, 3.698, -0.949], [6.567, 0.595, 0.049], [-2.874, -2.160, -1.136]], "relative_energy_kcal_mol": 8.1, "lumo_ev": -2.0, "orbital_gap_ev": 9.715, "homo_ev": -11.75, "smiles": "CC(C)(C)c1ccc(OCCCC[N@H+]2CC[C@@H](C)CC2)cc1", "charge": 1}

***

# 4
{"formula": "C7H10INO2", "method": "wB97M-V/def2-TZVPD", "symbols": ["H", "H", "N", "C", "H", "C", "H", "I", "H", "H", "H", "C", "C", "H", "O", "C", "H", "H", "C", "C", "O"], "positions_angstrom": [[-1.397, 2.201, 1.604], [-0.931, -2.745, -1.705], [0.646, -0.501, -0.089], [-0.989, -3.009, -0.576], [-1.581, -2.138, -0.096], [1.307, 1.615, -0.279], [1.268, -3.190, -0.362], [0.199, -3.169, 2.234], [-0.946, 3.219, 0.112], [-1.778, 0.301, 1.794], [2.650, -1.126, -1.451], [0.279, -2.960, 0.161], [1.558, 0.283, -0.680], [1.621, 2.531, -0.793], [2.313, -0.211, -1.675], [-0.617, 2.754, 1.033], [-0.048, 3.393, 1.812], [-1.468, -4.001, -0.488], [-0.202, 0.243, 0.649], [0.143, 1.581, 0.527], [-1.117, -0.415, 1.451]], "relative_energy_kcal_mol": 93.4, "lumo_ev": [-1.2, -2.1], "orbital_gap_ev": [5.394, 4.018], "homo_ev": [-6.55, -6.07], "charge": 0}

***

# 5
{"formula": "C14H45N10O12Tl", "method": "wB97M-V/def2-TZVPD", "symbols": ["O", "C", "C", "O", "O", "H", "N", "N", "O", "C", "N", "C", "H", "H", "N", "O", "O", "H", "H", "N", "H", "H", "C", "H", "H", "H", "H", "C", "H", "O", "H", "H", "H", "H", "H", "H", "C", "C", "H", "H", "N", "C", "H", "C", "H", "H", "N", "H", "H", "O", "H", "C", "N", "C", "H", "C", "H", "H", "H", "H", "H", "H", "H", "H", "H", "H", "H", "O", "H", "C", "H", "H", "O", "H", "N", "H", "O", "H", "O", "N", "Tl", "H"], "positions_angstrom": [[20.946, 14.604, -24.627], [24.301, 13.523, -30.518], [21.953, 15.008, -23.986], [25.003, 12.723, -31.494], [26.180, 14.125, -29.135], [25.482, 15.339, -30.786], [27.419, 16.116, -25.379], [24.515, 17.482, -26.547], [26.009, 11.349, -27.395], [25.505, 7.911, -25.912], [20.563, 13.756, -27.187], [25.156, 14.647, -29.997], [28.049, 13.453, -21.808], [23.396, 10.965, -27.144], [21.513, 11.576, -29.751], [29.306, 11.014, -24.384], [27.586, 9.306, -25.901], [24.539, 15.295, -29.344], [27.516, 7.211, -25.867], [25.051, 18.013, -24.294], [24.819, 8.435, -25.227], [27.089, 7.995, -24.403], [24.645, 18.462, -25.549], [25.029, 9.420, -27.003], [29.220, 17.951, -25.204], [21.200, 16.152, -26.786], [27.263, 12.590, -24.463], [20.963, 14.641, -28.173], [29.041, 11.137, -22.321], [28.029, 13.572, -22.759], [25.250, 18.742, -23.625], [23.384, 13.948, -30.943], [26.633, 14.863, -28.654], [23.526, 14.306, -22.690], [25.366, 17.101, -24.062], [25.032, 13.252, -32.304], [28.484, 11.175, -23.264], [23.788, 11.990, -27.147], [19.762, 13.182, -27.396], [25.261, 6.854, -25.882], [22.883, 14.111, -23.423], [25.250, 11.981, -26.545], [27.892, 10.246, -23.132], [25.697, 13.363, -26.111], [22.854, 13.181, -23.811], [26.791, 13.441, -26.071], [29.171, 17.557, -26.120], [24.488, 17.816, -27.488], [22.995, 16.762, -23.383], [21.054, 14.329, -29.403], [25.074, 11.291, -25.679], [21.396, 11.394, -31.126], [20.870, 12.449, -31.848], [28.239, 16.578, -26.417], [21.734, 16.535, -28.415], [26.970, 8.097, -25.490], [29.574, 18.066, -26.886], [20.853, 12.296, -32.843], [21.192, 12.481, -29.383], [26.570, 12.102, -22.967], [27.076, 9.774, -26.586], [20.448, 13.224, -31.347], [21.345, 16.984, -23.849], [27.421, 16.703, -24.574], [25.525, 14.143, -26.876], [24.398, 16.515, -26.330], [23.779, 12.274, -28.203], [21.540, 10.299, -31.631], [20.846, 13.917, -26.200], [27.551, 12.375, -23.437], [26.835, 15.292, -25.459], [22.986, 12.573, -26.677], [28.142, 16.180, -27.543], [29.366, 10.103, -24.679], [21.325, 15.906, -27.753], [22.196, 11.023, -29.268], [25.246, 8.504, -27.186], [25.215, 13.696, -25.192], [24.538, 19.631, -25.837], [22.123, 16.369, -23.674], [27.376, 11.714, -29.929], [23.977, 12.918, -29.667]], "lumo_ev": -11.9, "orbital_gap_ev": 2.463, "homo_ev": -14.40, "charge": 2}

***

# 6
{"formula": "CH2N4O", "method": "wB97M-V/def2-TZVPD", "symbols": ["N", "N", "N", "H", "C", "H", "O", "N"], "positions_angstrom": [[-0.101, -1.095, 0.003], [-1.322, -0.771, -0.009], [-1.494, 0.608, -0.039], [2.290, 0.830, -0.033], [-0.289, 1.076, 0.021], [0.039, 2.122, -0.020], [1.972, -0.118, -0.047], [0.579, 0.049, 0.088]], "relative_energy_kcal_mol": 61.9, "lumo_ev": 0.2, "orbital_gap_ev": 11.095, "homo_ev": -10.93, "smiles": "On1cnnn1", "charge": 0}

***

# 7
{"formula": "C5H10BN", "method": "wB97M-V/def2-TZVPD", "symbols": ["B", "H", "H", "H", "C", "H", "C", "H", "H", "H", "C", "C", "C", "N", "H", "H", "H"], "positions_angstrom": [[-0.139, -0.579, -0.033], [2.093, 1.882, 0.182], [-1.985, -2.066, 0.464], [-2.404, -0.449, -0.120], [1.759, 0.864, 0.001], [1.053, -1.993, -1.086], [-1.557, -1.151, -0.173], [1.310, -2.059, 0.545], [-0.017, 2.426, 1.195], [-0.465, 2.632, -0.404], [-0.596, 1.960, 0.415], [2.276, -0.319, -0.215], [1.200, -1.386, -0.224], [0.069, 0.757, 0.171], [3.299, -0.423, -0.203], [-1.607, 1.944, 0.613], [-1.741, -1.619, -1.036]], "relative_energy_kcal_mol": 44.6, "lumo_ev": 0.8, "orbital_gap_ev": 9.628, "homo_ev": -8.81, "smiles": "CB1CC=CN1C", "charge": 0}

***

# 8
{"formula": "C11H25N2O", "method": "wB97M-V/def2-TZVPD", "symbols": ["H", "H", "H", "C", "H", "H", "H", "C", "H", "H", "C", "H", "H", "C", "H", "H", "H", "N", "N", "H", "H", "H", "C", "C", "H", "C", "C", "O", "C", "H", "H", "C", "H", "H", "C", "H", "H", "H", "H"], "positions_angstrom": [[0.409, -0.652, -0.742], [-3.604, 0.853, -1.138], [-1.412, -1.231, 1.754], [1.027, -1.285, -0.200], [-3.658, -1.987, -0.139], [4.157, -1.531, 0.859], [-4.387, 0.147, 0.401], [-1.157, 1.237, -0.141], [-1.515, 0.360, 2.402], [0.955, -2.217, -0.752], [3.211, -1.939, 0.625], [-2.938, -0.554, 2.045], [-1.997, 2.653, -1.595], [-3.526, 0.153, -0.324], [-0.074, 1.176, 1.536], [3.149, -1.187, -2.035], [3.224, 0.744, 1.030], [-0.093, 1.577, 0.614], [2.337, 0.385, 0.853], [2.542, -2.298, 1.543], [2.347, 0.484, -1.750], [-1.858, 0.986, -2.123], [2.995, -0.293, -1.393], [-2.013, -0.271, 1.721], [2.106, -0.005, 1.695], [2.440, -0.745, -0.087], [1.059, 2.153, 0.385], [1.539, 2.715, 1.590], [-2.218, 0.204, 0.379], [-0.380, 1.889, -1.945], [2.180, 3.422, 1.370], [-1.384, 1.752, -1.614], [3.583, -2.798, -0.061], [4.010, 0.008, -1.356], [-3.874, -1.212, -0.869], [-4.912, -1.293, -1.152], [-3.366, -1.479, -1.740], [1.388, 2.561, -0.495], [0.613, -1.434, 0.786]], "lumo_ev": [-2.6, -5.2], "orbital_gap_ev": [6.944, 7.985], "homo_ev": [-9.56, -13.15], "s_squared": 2.013, "multiplicity": 3, "charge": 1}

***

no.,F_max (eV/A),energy (eV)
1,12.3,-50916.877
2,2.3,-51512.417
3,0.8,-24824.243
4,3.3,-21101.614
5,3.0,-59394.025
6,2.6,-9073.613
7,5.6,-7512.435
8,4.4,-16828.557